*one*
The following is a quantum chemistry calculation of a structure of composition C6H7NO3, from the Open Molecules 2025 dataset.

Geometry as XYZ:
```
17
Properties=species:S:1:pos:R:3:mulliken_charge:R:1
O 2.48 -0.99 -0.42 -0.457
O -1.60 -1.95 -0.06 -0.327
O 2.05 0.94 0.58 -0.534
N -0.60 2.32 -0.82 -0.565
C 1.67 -0.30 0.00 0.479
C -0.28 -1.85 -0.13 -0.714
C -1.04 1.74 0.29 -0.705
C -2.05 -0.66 0.19 -0.659
C -0.99 0.19 0.17 0.854
C 0.25 -0.55 0.08 0.346
H -0.60 2.12 1.49 0.192
H -0.79 3.50 -0.90 0.296
H 0.31 2.26 -0.85 0.263
H 0.50 -2.54 -0.15 0.493
H -2.24 2.22 0.52 0.316
H 1.32 1.28 1.09 0.366
H -3.14 -0.47 0.14 0.355
```

Properties
LUMO level   0.5 eV
HOMO   -9.3495 eV
Kohn-Sham gap   9.84 eV

*two*
The following is a quantum chemistry calculation of a structure of composition C6H7NO3, from the Open Molecules 2025 dataset.

Geometry as XYZ:
```
17
Properties=species:S:1:pos:R:3:mulliken_charge:R:1
O -0.13 -1.83 -0.66 -0.444
O -2.76 -0.38 0.42 -0.750
O 1.34 -2.40 1.01 -0.552
N -2.18 1.16 -1.13 -0.665
C 0.85 -0.13 0.05 0.343
C -0.17 -0.43 -1.05 0.569
C 0.90 0.98 1.06 -0.617
C 0.82 -1.59 0.30 0.297
C -1.53 0.15 -0.91 0.106
C 2.02 0.81 0.08 -0.569
H -3.16 0.84 -0.17 0.528
H 2.09 1.51 -0.75 0.251
H 0.19 -0.29 -2.08 0.399
H 0.19 1.80 0.90 0.241
H 1.06 0.69 2.10 0.277
H 2.96 0.40 0.43 0.276
H -2.49 -1.31 0.41 0.313
```

Properties
LUMO level   0.3 eV
HOMO   -9.7412 eV
Kohn-Sham gap   10.05 eV

*three*
The following is a quantum chemistry calculation of a cluster of 2 separate species, C6H7NO3 in total, from the Open Molecules 2025 dataset.

Geometry as XYZ:
```
17
Properties=species:S:1:pos:R:3:mulliken_charge:R:1
O 2.65 -0.26 1.16 -0.440
O 0.35 -1.59 0.66 -0.602
O 0.43 -2.90 3.24 -0.661
N -0.09 1.41 -4.52 -0.348
C -1.57 1.58 -2.36 -0.508
C -0.88 1.06 -1.18 0.102
C -0.77 1.50 -3.60 0.167
C 1.65 0.40 1.17 0.044
C 0.27 -0.21 0.88 0.284
C -0.33 0.55 -0.23 -0.291
H 1.64 1.47 1.47 0.342
H -2.51 1.03 -2.52 0.291
H -0.34 -0.05 1.79 0.296
H -0.07 -2.32 3.83 0.298
H -1.84 2.64 -2.19 0.297
H 0.33 -2.54 2.34 0.385
H 1.09 -1.79 0.07 0.341
```

Properties
Structure (SMILES)   N#CCC#C[C@@H](O)C=O.O
LUMO level   0.3 eV
HOMO   -10.5256 eV
Kohn-Sham gap   10.83 eV

Which of them is most stable, and which least? Most stable: *three*; least stable: *two*.

*one*
The following is a quantum chemistry calculation of an isolated molecule of C7H8, from the Open Molecules 2025 dataset.

Geometry as XYZ:
```
15
Properties=species:S:1:pos:R:3:mulliken_charge:R:1
C 1.84 2.26 0.78 -0.608
C 0.25 -0.76 -1.01 -1.092
C -1.26 0.83 0.36 -1.222
C 1.21 1.28 0.17 -0.395
C -0.21 -1.97 -0.32 -0.236
C 0.11 0.51 -0.17 0.914
C -0.58 -2.95 0.28 0.095
H -1.33 1.89 0.61 0.374
H 1.48 0.21 0.57 0.231
H -1.47 0.25 1.27 0.298
H -0.90 -3.82 0.81 0.404
H -0.36 -0.61 -1.91 0.348
H -2.02 0.56 -0.38 0.335
H 1.95 3.22 0.28 0.186
H 1.28 -0.88 -1.35 0.367
```

Properties
LUMO level (alpha / beta)   0.1 / 0.1 eV
HOMO (alpha / beta)   -7.7969 / -7.7957 eV
Kohn-Sham gap (alpha / beta)   7.92 / 7.92 eV

*two*
The following is a quantum chemistry calculation of an isolated molecule of C7H8, from the Open Molecules 2025 dataset.

Geometry as XYZ:
```
15
Properties=species:S:1:pos:R:3:mulliken_charge:R:1
C -1.06 0.11 1.51 -0.121
C -0.92 -0.10 -0.90 -0.601
C 1.52 -0.04 -2.00 -0.435
C 0.18 -0.75 1.62 -0.985
C -1.62 0.41 0.31 -0.410
C 1.58 1.04 -1.30 -0.486
C 0.28 0.24 -1.41 0.326
H 2.00 1.95 -0.96 0.383
H 0.27 -0.88 2.73 0.292
H 1.90 -0.79 -2.63 0.400
H -1.52 0.59 2.37 0.360
H 0.14 -1.64 0.95 0.329
H 0.98 -0.24 1.11 0.218
H -2.44 1.02 0.15 0.448
H -1.29 -0.93 -1.52 0.284
```

Properties
Structure (SMILES)   C/C=C\C=C1C=C1
LUMO level   1.1 eV
HOMO   -7.9658 eV
Kohn-Sham gap   9.04 eV

Which of them is most stable, and which least? Most stable: *two*; least stable: *one*.

*one*
The following is a quantum chemistry calculation of an isolated molecule of C7H8, from the Open Molecules 2025 dataset.

Geometry as XYZ:
```
15
Properties=species:S:1:pos:R:3:mulliken_charge:R:1
C -0.36 -1.35 0.62 -0.228
C 0.96 -0.75 0.82 -0.636
C -0.42 2.58 1.09 0.090
C 0.19 0.26 -0.02 0.957
C -0.98 -2.46 0.20 -0.373
C -0.14 1.52 0.59 -0.959
C 0.32 0.25 -1.52 -1.346
H -1.09 -0.42 0.61 0.240
H -0.66 3.52 1.54 0.448
H 1.78 -1.24 0.30 0.254
H -0.63 0.49 -2.00 0.305
H -1.91 -2.28 -0.35 0.180
H 0.66 -0.73 -1.87 0.387
H 1.23 -0.40 1.82 0.303
H 1.05 1.02 -1.82 0.377
```

Properties
LUMO level (alpha / beta)   -0.1 / -0.1 eV
HOMO (alpha / beta)   -7.6100 / -7.6127 eV
Kohn-Sham gap (alpha / beta)   7.50 / 7.50 eV

*two*
The following is a quantum chemistry calculation of a cluster of 2 separate species, C7H8 in total, from the Open Molecules 2025 dataset.

Geometry as XYZ:
```
15
Properties=species:S:1:pos:R:3:mulliken_charge:R:1
C 0.17 0.01 -0.75 0.348
C -0.58 -0.09 2.22 -0.823
C 0.53 1.35 -1.12 -0.519
C 0.81 2.47 -1.47 0.264
C 0.88 -0.65 0.16 0.045
C -0.84 -0.72 -1.60 -1.173
C 1.26 -1.17 1.25 -0.736
H 1.06 3.46 -1.76 0.425
H 0.26 0.60 2.23 0.340
H -1.73 -0.09 -1.76 0.342
H -1.03 -0.75 1.52 0.244
H 2.03 -1.76 1.72 0.319
H -1.27 -0.06 3.07 0.266
H -0.41 -0.95 -2.58 0.327
H -1.14 -1.65 -1.12 0.330
```

Properties
LUMO level (alpha / beta)   -0.7 / 0.0 eV
HOMO (alpha / beta)   -8.3394 / -7.9359 eV
Kohn-Sham gap (alpha / beta)   7.67 / 7.92 eV

Which of them is most stable, and which least? Most stable: *two*; least stable: *one*.

*one*
The following is a quantum chemistry calculation of a structure of composition C7H8, from the Open Molecules 2025 dataset.

Geometry as XYZ:
```
15
Properties=species:S:1:pos:R:3:mulliken_charge:R:1
C -1.89 0.50 0.51 -0.408
C -0.86 -1.01 -1.33 -0.103
C -0.72 1.27 0.99 -0.445
C 1.60 0.25 1.02 -1.346
C 0.40 -1.01 -1.77 -0.937
C 0.17 0.36 0.58 0.495
C -1.05 -0.41 -0.06 0.098
H 1.69 0.77 1.95 0.394
H 1.73 -0.71 1.26 0.436
H -2.99 0.70 0.95 0.281
H -0.67 2.25 1.56 0.373
H 0.60 -1.33 -2.72 0.306
H 2.39 0.48 0.23 0.280
H -1.65 -1.34 -1.95 0.395
H 1.24 -0.78 -1.21 0.181
```

Properties
LUMO level (alpha / beta)   0.3 / 0.1 eV
HOMO (alpha / beta)   -7.0587 / -7.1714 eV
Kohn-Sham gap (alpha / beta)   7.39 / 7.30 eV

*two*
The following is a quantum chemistry calculation of an isolated molecule of C7H8, from the Open Molecules 2025 dataset.

Geometry as XYZ:
```
15
Properties=species:S:1:pos:R:3:mulliken_charge:R:1
C 2.37 -0.33 0.10 -0.971
C 1.13 0.10 -0.05 -0.179
C 0.46 1.29 -0.53 -0.008
C -1.07 -0.75 -1.06 -1.359
C -1.04 0.22 1.32 -1.358
C 0.14 2.44 -0.99 -0.218
C -0.32 0.03 0.00 1.363
H -1.23 -0.75 1.79 0.382
H 3.18 0.34 -0.18 0.263
H 2.63 -1.30 0.50 0.294
H -0.44 0.83 2.00 0.349
H -0.49 -0.81 -1.99 0.350
H -2.03 -0.28 -1.27 0.355
H -1.26 -1.77 -0.71 0.382
H -2.00 0.72 1.15 0.354
```

Properties
LUMO level   0.0 eV
HOMO   -9.3682 eV
Kohn-Sham gap   9.32 eV

*three*
The following is a quantum chemistry calculation of an isolated molecule of C7H8, from the Open Molecules 2025 dataset.

Geometry as XYZ:
```
15
Properties=species:S:1:pos:R:3:mulliken_charge:R:1
C 0.72 -0.25 1.41 -0.324
C -0.74 -0.37 0.86 -0.619
C -0.66 0.22 -0.42 0.864
C -1.86 0.18 -1.27 -1.153
C 2.04 -0.62 0.71 -0.470
C 0.53 0.70 -0.88 -0.627
C 1.65 0.64 0.33 -0.332
H 2.17 -1.61 0.98 0.496
H -2.88 0.44 -0.87 0.294
H 2.03 1.63 0.62 0.332
H -1.73 0.71 -2.27 0.275
H 1.03 0.40 -1.75 0.290
H 0.89 -0.06 2.49 0.398
H -1.73 -0.90 -1.32 0.275
H -1.46 -1.10 1.37 0.300
```

Properties
LUMO level   -0.7 eV
HOMO   -6.8060 eV
Kohn-Sham gap   6.06 eV

*four*
The following is a quantum chemistry calculation of an isolated molecule of C7H8, from the Open Molecules 2025 dataset.

Geometry as XYZ:
```
15
Properties=species:S:1:pos:R:3:mulliken_charge:R:1
C -1.14 1.24 -0.02 -0.842
C 1.32 0.66 -0.11 0.085
C -0.64 -1.06 -0.04 -0.525
C -2.05 -0.94 -0.09 -0.640
C -0.02 0.25 -0.16 0.704
C -2.35 0.51 -0.03 -0.346
C 2.44 -0.27 0.00 -0.892
H -0.06 -1.95 0.17 0.320
H 3.18 -0.21 -0.85 0.266
H 3.05 -0.26 0.93 0.272
H 1.41 1.75 -0.03 0.279
H -2.77 -1.72 0.08 0.389
H -3.32 0.94 -0.06 0.431
H 1.88 -1.20 -0.09 0.196
H -0.91 2.25 0.29 0.303
```

Properties
Structure (SMILES)   CC=C1C=CC=C1
LUMO level   -0.2 eV
HOMO   -8.0822 eV
Kohn-Sham gap   7.87 eV

Which of them is most stable, and which least? Most stable: *four*; least stable: *three*.

*one*
The following is a quantum chemistry calculation of an isolated molecule of C7H8, from the Open Molecules 2025 dataset.

Geometry as XYZ:
```
15
Properties=species:S:1:pos:R:3:mulliken_charge:R:1
C 0.22 0.10 -0.02 0.014
C -2.09 -2.14 0.07 -0.113
C -1.79 1.59 0.08 -1.150
C -1.87 -0.99 -0.12 -0.540
C 2.74 -0.38 0.34 -0.973
C -1.14 0.21 -0.07 0.403
C 1.45 -0.10 -0.44 -0.206
H -1.18 2.24 0.68 0.339
H -2.48 -3.12 0.17 0.433
H 3.46 -1.03 -0.18 0.294
H -1.59 1.96 -0.98 0.274
H -2.89 1.82 0.28 0.315
H 2.94 0.67 0.37 0.273
H 1.60 -0.16 -1.53 0.306
H 2.60 -0.67 1.35 0.331
```

Properties
Structure (SMILES)   C#CC(C)=C=CC
LUMO level   0.6 eV
HOMO   -8.4793 eV
Kohn-Sham gap   9.07 eV

*two*
The following is a quantum chemistry calculation of an isolated molecule of C7H8, from the Open Molecules 2025 dataset.

Geometry as XYZ:
```
15
Properties=species:S:1:pos:R:3:mulliken_charge:R:1
C -1.04 -0.34 -0.57 -0.409
C 1.22 1.25 -0.49 -0.408
C 0.68 0.77 0.76 -0.413
C -0.72 0.25 -1.78 -0.421
C -0.28 -0.21 0.58 0.723
C -0.33 -1.23 1.72 -1.216
C 0.39 1.16 -1.64 -0.259
H 0.85 1.30 1.72 0.347
H 0.59 -1.92 1.90 0.254
H 0.84 1.52 -2.64 0.247
H -1.80 -1.09 -0.55 0.323
H -0.94 -0.32 -2.71 0.302
H -0.58 -1.01 2.77 0.343
H 2.22 1.84 -0.52 0.284
H -1.10 -1.98 1.45 0.303
```

Properties
Structure (SMILES)   Cc1ccccc1
LUMO level   0.8 eV
HOMO   -8.6408 eV
Kohn-Sham gap   9.46 eV

*three*
The following is a quantum chemistry calculation of an isolated molecule of C7H8, from the Open Molecules 2025 dataset.

Geometry as XYZ:
```
15
Properties=species:S:1:pos:R:3:mulliken_charge:R:1
C 0.51 0.37 1.59 -0.319
C -0.30 0.17 -0.43 0.537
C 0.07 -1.16 0.10 -0.317
C 1.01 0.74 0.21 -0.450
C -0.81 -0.13 0.95 -0.730
C 1.32 -0.62 0.79 -0.522
C -1.05 0.52 -1.67 -1.389
H -0.44 0.31 -2.55 0.318
H 2.26 -1.07 1.04 0.450
H 1.69 1.52 -0.11 0.427
H -1.33 1.58 -1.67 0.325
H 0.74 0.82 2.55 0.413
H -1.51 -0.87 1.26 0.425
H -1.97 -0.07 -1.74 0.310
H -0.18 -2.14 -0.32 0.522
```

Properties
Structure (SMILES)   C[C@@]12[C@@H]3[C@H]4[C@@H]3[C@@H]1[C@H]42
LUMO level   1.2 eV
HOMO   -8.0162 eV
Kohn-Sham gap   9.21 eV

Which of them is most stable, and which least? Most stable: *two*; least stable: *three*.